C28H36ClF5N3O2RuS3Si | the ωB97M-V functional and the def2-TZVPD basis

XYZ file:
```
80
Properties=species:S:1:pos:R:3:forces:R:3
Ru 3.148541 -0.413499 -0.302876 0.444 -0.458 -1.425
F 9.086620 2.729005 -0.293880 -0.003 -0.007 -0.028
C 7.807384 2.475910 -0.569629 0.136 0.035 0.021
C 7.346909 1.174237 -0.608357 0.067 -0.142 0.019
F 8.183696 0.162075 -0.374124 -0.026 0.009 0.008
C 6.018255 0.940811 -0.887824 0.083 -0.148 0.068
F 5.596510 -0.348243 -0.893221 -0.034 -0.048 -0.049
C 5.100191 1.948458 -1.116707 -0.260 0.018 -0.263
S 3.405866 1.601755 -1.453150 0.309 0.268 0.586
C 5.596674 3.242880 -1.079427 0.010 0.181 -0.051
F 4.783222 4.278856 -1.300147 0.002 -0.025 0.000
C 6.927888 3.511804 -0.814822 -0.040 0.119 -0.016
F 7.368967 4.770153 -0.791692 -0.016 -0.012 0.022
C -4.855428 -0.586498 1.160690 -0.036 0.044 -0.026
C -3.389902 -0.721874 0.724946 -0.013 -0.031 0.039
C -2.681837 -1.525872 1.825376 -0.013 -0.022 -0.022
C -2.799352 0.693578 0.667453 0.058 -0.012 0.011
C -3.284158 -1.473449 -0.649803 -0.107 0.089 0.097
O -4.065266 -2.676000 -0.609868 0.070 0.048 -0.009
C -3.658499 -0.637140 -1.882776 -0.077 0.014 -0.024
C -5.140413 -0.235134 -2.076330 0.060 0.086 0.013
C -5.398617 1.254794 -2.002161 -0.002 -0.009 -0.003
C -6.402995 1.780703 -1.197701 -0.034 0.031 -0.027
C -6.644672 3.147986 -1.140912 -0.028 -0.056 0.025
C -5.873413 4.000846 -1.907294 0.004 0.056 -0.006
Cl -6.162930 5.715562 -1.843707 0.013 -0.070 -0.001
C -4.874509 3.506053 -2.730781 0.034 -0.031 -0.026
C -4.646048 2.139888 -2.773215 0.024 0.023 0.032
C -1.895970 -2.094263 -0.897905 0.133 -0.016 -0.028
N -0.751919 -1.192510 -0.928206 -0.355 0.029 -0.219
C 0.272773 -1.169173 -0.099416 -0.082 0.248 0.239
N 1.115202 -0.204611 -0.459462 0.111 -0.689 -0.239
C 0.534410 0.316188 -1.586901 -0.068 0.291 0.133
N -0.595797 -0.250003 -1.902341 -0.021 -0.114 0.268
H -4.884677 -0.158863 2.165115 -0.001 -0.006 -0.027
H -5.360479 -1.553043 1.203385 0.013 0.018 0.015
H -5.414310 0.088665 0.515241 0.028 -0.035 0.044
H -2.951039 -1.119982 2.801814 0.024 0.000 -0.013
H -1.594959 -1.471546 1.751987 -0.009 -0.010 0.006
H -2.985515 -2.574792 1.804570 -0.002 0.026 0.010
H -2.856252 1.140810 1.662959 0.004 -0.007 -0.027
H -3.359103 1.338168 -0.013682 0.014 -0.013 0.032
H -1.749718 0.709830 0.365901 -0.051 0.002 0.009
H -4.981988 -2.459585 -0.805433 0.006 0.012 0.019
H -3.351047 -1.226770 -2.747827 0.017 0.010 -0.005
H -3.032140 0.252432 -1.892207 -0.005 -0.023 -0.069
H -5.804950 -0.731046 -1.365715 0.002 -0.039 -0.036
H -5.452444 -0.580888 -3.063512 -0.046 -0.001 -0.004
H -7.020417 1.115987 -0.603928 0.007 0.013 -0.009
H -7.425736 3.547124 -0.507690 0.016 -0.011 -0.013
H -4.285690 4.185104 -3.332984 -0.013 -0.014 0.017
H -3.864178 1.759650 -3.421640 -0.016 0.011 0.016
H -1.935374 -2.616727 -1.851194 0.023 0.013 -0.049
H -1.699187 -2.835183 -0.127282 0.043 0.006 0.020
H 0.393499 -1.831564 0.737323 0.004 -0.019 -0.030
H 0.955077 1.136560 -2.144716 0.038 -0.083 -0.041
C 2.555935 -5.489820 -1.193112 0.019 0.068 -0.038
O 2.750589 -4.289436 -1.960304 -0.038 -0.112 0.018
C 2.903554 -3.122980 -1.367630 0.014 -0.255 -0.038
S 2.792427 -2.869676 0.298468 0.322 0.300 0.227
S 3.238116 -1.801531 -2.354259 -0.231 0.247 0.051
H 1.847974 -6.092676 -1.753228 0.009 -0.020 -0.028
H 2.169825 -5.270774 -0.202160 -0.036 0.031 0.014
H 3.509833 -6.006541 -1.116095 0.030 0.001 0.021
C 4.045246 0.217079 4.473321 0.076 0.078 0.227
Si 3.031909 0.131322 2.905134 0.417 0.119 0.041
C 2.093199 1.716238 2.642495 -0.166 0.235 0.061
C 1.784260 -1.240682 3.171224 -0.110 -0.210 -0.075
C 4.179340 -0.062320 1.450456 -0.910 -0.060 0.247
H 3.412038 0.399183 5.347800 0.060 -0.009 -0.029
H 4.795186 1.012060 4.427319 -0.032 -0.058 0.006
H 4.569472 -0.730952 4.630075 -0.006 0.062 0.017
H 1.466518 1.955774 3.507925 0.026 0.003 -0.065
H 1.445242 1.631531 1.765759 0.010 0.042 0.011
H 2.770328 2.558176 2.471822 -0.040 -0.039 0.003
H 1.574498 -1.322398 4.241707 -0.047 0.018 -0.060
H 2.137265 -2.217684 2.834343 -0.020 0.010 0.058
H 0.839813 -1.018252 2.665579 0.035 -0.027 0.063
H 4.843768 -0.930972 1.479796 0.069 0.057 0.192
H 4.732946 0.867754 1.299289 0.113 -0.030 0.093
```
Positions in Å, forces in eV/Å.

As for the spin multiplicity: 2. Its total charge is 0. Its LUMO energy (spin up / spin down) is -0.14 / -0.74 eV. The frontier orbital gap (spin up / spin down) comes out at 7.336 / 6.921 eV. The value obtained for the HOMO energy (spin up / spin down) is -7.5 / -7.7 eV.

In elementary charge units, the Löwdin charges are: number 1, Ru, carries 0.67; number 2, F, carries 0.13; number 3, C, carries -0.14; number 4, C, carries -0.14; number 5, F, carries 0.13; number 6, C, carries -0.25; number 7, F, carries -0.01; number 8, C, carries -0.51; number 9, S, carries 0.65; number 10, C, carries -0.24; number 11, F, carries 0.09; number 12, C, carries -0.14; number 13, F, carries 0.13; number 14, C, carries -0.03; number 15, C, carries -0.49; number 16, C, carries -0.04; number 17, C, carries -0.02; number 18, C, carries -0.43; number 19, O, carries 0.00; number 20, C, carries -0.11; number 21, C, carries -0.12; number 22, C, carries -0.24; number 23, C, carries -0.05; number 24, C, carries -0.10; number 25, C, carries -0.67; number 26, Cl, carries 0.66; number 27, C, carries -0.10; number 28, C, carries -0.03; number 29, C, carries -0.04; number 30, N, carries -0.07; number 31, C, carries -0.19; number 32, N, carries -0.09; number 33, C, carries -0.22; number 34, N, carries 0.15; number 35, H, carries 0.09; number 36, H, carries 0.09; number 37, H, carries 0.05; number 38, H, carries 0.09; number 39, H, carries 0.06; number 40, H, carries 0.10; number 41, H, carries 0.10; number 42, H, carries 0.08; number 43, H, carries 0.07; number 44, H, carries 0.09; number 45, H, carries 0.12; number 46, H, carries 0.09; number 47, H, carries 0.10; number 48, H, carries 0.12; number 49, H, carries 0.11; number 50, H, carries 0.11; number 51, H, carries 0.11; number 52, H, carries 0.12; number 53, H, carries 0.14; number 54, H, carries 0.13; number 55, H, carries 0.08; number 56, H, carries 0.08; number 57, C, carries -0.07; number 58, O, carries -0.19; number 59, C, carries -1.24; number 60, S, carries 0.68; number 61, S, carries 0.66; number 62, H, carries 0.09; number 63, H, carries 0.04; number 64, H, carries 0.10; number 65, C, carries -0.19; number 66, Si, carries 0.38; number 67, C, carries -0.19; number 68, C, carries -0.19; number 69, C, carries -0.38; number 70, H, carries 0.03; number 71, H, carries 0.03; number 72, H, carries 0.03; number 73, H, carries 0.03; number 74, H, carries 0.01; number 75, H, carries 0.04; number 76, H, carries 0.04; number 77, H, carries -0.01; number 78, H, carries 0.00; number 79, H, carries 0.02; number 80, H, carries 0.01


C20H42ClN6O14 | the ωB97M-V functional and the def2-TZVPD basis

XYZ file:
```
83
Properties=species:S:1:pos:R:3:forces:R:3
Cl -20.021021 -24.961647 26.316094 1.655 0.751 -1.137
O -20.648355 -23.656775 26.358217 -0.904 -0.427 0.293
O -18.665811 -24.712562 25.866991 0.196 -0.427 0.382
O -20.009193 -25.576934 27.624097 -0.386 -0.014 0.019
O -20.645518 -25.838475 25.350863 -0.620 0.043 0.369
O -22.721681 -23.925569 30.825063 -0.072 0.119 0.304
C -22.496016 -22.856474 30.289251 -0.092 0.235 0.324
N -22.244526 -21.726153 31.028678 0.195 -0.167 -0.258
C -22.493020 -22.696841 28.807347 0.448 0.353 -0.507
H -21.792286 -20.963597 30.555006 -0.069 0.091 0.020
H -21.980636 -21.860220 31.991653 -0.140 -0.086 0.040
H -23.492345 -22.707252 28.377284 -0.110 -0.241 0.186
H -21.901582 -23.504264 28.380107 -0.164 -0.098 -0.111
H -22.023892 -21.767606 28.476682 -0.009 0.011 0.108
O -19.304438 -22.514754 21.524035 -0.782 -0.190 -0.067
C -20.445907 -22.962061 21.636961 2.275 1.099 -0.012
N -21.508556 -22.116734 21.414258 0.077 -1.802 0.291
C -20.637595 -24.391394 22.052586 -1.126 0.005 0.118
H -22.423303 -22.471929 21.622172 -0.230 0.476 -0.028
H -21.294846 -21.149804 21.281497 -0.122 0.235 0.004
H -20.966226 -24.436379 23.096981 -0.315 0.055 -0.149
H -19.730011 -24.981545 22.047508 0.287 0.350 -0.401
H -21.385479 -24.835926 21.388304 -0.042 -0.256 0.298
O -21.516825 -31.834076 25.096987 -0.656 -1.415 -0.391
C -21.150837 -30.694217 25.119673 0.451 1.220 0.744
N -21.338229 -29.814596 24.101484 -0.183 0.327 -0.350
C -20.408377 -30.144354 26.312300 0.605 1.643 -0.881
H -21.988954 -30.042609 23.370809 0.024 -0.168 -0.036
H -21.091236 -28.845511 24.206194 0.053 0.009 0.082
H -19.841467 -30.955508 26.744538 -0.159 0.111 0.622
H -21.013164 -29.496385 26.953535 -0.494 -0.994 0.458
H -19.744389 -29.323606 25.990187 0.419 -0.609 -0.236
O -14.665551 -26.799904 28.653259 -0.263 0.325 0.068
C -15.632346 -27.458024 28.310038 0.647 -0.536 0.734
N -16.251430 -28.312732 29.184195 0.491 0.865 -1.120
C -16.113734 -27.470977 26.905450 0.765 -0.609 -1.869
H -16.847468 -29.012373 28.793495 -0.450 -0.098 0.560
H -16.044304 -28.148765 30.150186 -0.298 -0.441 0.291
H -16.089462 -28.475794 26.452299 -0.553 -0.149 0.636
H -15.341457 -27.031218 26.266052 -0.224 0.641 0.380
H -17.071822 -27.010560 26.692019 -0.158 0.130 0.280
O -17.629593 -19.295866 24.303365 -0.058 -0.175 0.090
C -18.022898 -20.405912 24.629797 0.877 -0.011 -0.641
N -17.142853 -21.385887 25.025321 -0.502 -0.030 0.306
C -19.472536 -20.776847 24.612039 -0.422 -0.332 0.860
H -17.463087 -22.185646 25.553117 -0.176 -0.050 -0.307
H -16.187440 -21.127642 25.191261 0.071 0.250 -0.141
H -20.007271 -19.859225 24.849472 -0.184 -0.118 0.172
H -19.629057 -21.560316 25.359900 -0.327 0.225 0.104
H -19.914159 -21.185897 23.707336 0.666 0.117 -0.425
O -23.027797 -28.819012 30.880238 0.490 1.242 0.106
C -22.819770 -27.656378 31.242025 -0.075 -1.030 -0.235
N -22.169573 -26.702802 30.519623 -0.312 1.112 0.495
C -23.247628 -27.192749 32.642435 1.240 0.078 -0.498
H -22.332324 -25.714153 30.768554 0.191 -0.866 -0.077
H -21.727087 -26.799779 29.618962 -0.308 -0.703 -0.030
H -23.352059 -28.085050 33.248775 -0.776 0.009 -0.027
H -24.085880 -26.505030 32.570574 -0.287 -0.276 0.260
H -22.410094 -26.656310 33.104163 -0.139 0.190 -0.198
O -18.067001 -26.688033 31.243799 -0.182 -1.895 0.848
C -18.241767 -25.640322 30.745628 0.278 2.061 -1.428
O -17.179302 -24.971122 30.189160 0.181 0.522 0.391
C -17.526218 -23.614577 29.872186 -1.845 -0.163 -0.888
C -18.862050 -23.355965 30.591653 -0.530 -0.103 0.560
C -19.480981 -24.762881 30.626430 0.272 -0.040 1.345
H -17.814751 -23.586922 28.808121 0.709 0.086 0.075
H -16.745828 -22.898617 30.099351 0.299 -0.294 0.105
H -19.531654 -22.627375 30.133351 0.300 -0.046 -0.530
H -18.768746 -22.976845 31.619070 0.417 -0.275 -0.083
H -20.121830 -25.031023 29.791378 0.374 0.066 -0.216
H -20.042553 -24.936869 31.544898 -0.195 0.056 -0.127
O -27.180197 -27.788568 27.242228 -4.496 -0.040 0.794
C -26.045412 -27.793967 27.041544 3.901 0.407 -1.051
O -25.133890 -27.535807 27.993147 0.793 -0.472 0.487
C -23.808674 -27.704882 27.471110 1.510 1.334 -0.218
C -23.915091 -28.368840 26.102162 -0.301 -0.788 -0.161
C -25.327571 -27.987189 25.727944 -0.891 -0.070 -0.902
H -23.115588 -28.153276 28.182694 -0.686 -0.660 0.200
H -23.344555 -26.711457 27.341005 -0.485 0.020 -0.076
H -23.781414 -29.455724 26.133416 -0.254 0.049 0.309
H -23.199255 -28.047117 25.357812 0.297 0.483 0.187
H -25.934101 -28.655107 25.110816 0.397 -0.335 0.141
H -25.385327 -27.045278 25.165572 0.201 0.101 0.365
```
Positions in Å, forces in eV/Å.

Its total charge is -1. Its LUMO energy is 2.11 eV. The frontier orbital gap comes out at 9.463 eV. The value obtained for the HOMO energy is -7.4 eV.

In elementary charge units, the Löwdin charges are: number 1, Cl, carries 0.63; number 2, O, carries -0.38; number 3, O, carries -0.38; number 4, O, carries -0.37; number 5, O, carries -0.38; number 6, O, carries 0.02; number 7, C, carries -0.57; number 8, N, carries 0.16; number 9, C, carries 0.00; number 10, H, carries 0.09; number 11, H, carries 0.11; number 12, H, carries 0.10; number 13, H, carries 0.06; number 14, H, carries 0.08; number 15, O, carries 0.01; number 16, C, carries -0.58; number 17, N, carries 0.15; number 18, C, carries 0.00; number 19, H, carries 0.09; number 20, H, carries 0.10; number 21, H, carries 0.07; number 22, H, carries 0.09; number 23, H, carries 0.08; number 24, O, carries 0.05; number 25, C, carries -0.63; number 26, N, carries 0.15; number 27, C, carries 0.00; number 28, H, carries 0.10; number 29, H, carries 0.09; number 30, H, carries 0.08; number 31, H, carries 0.08; number 32, H, carries 0.08; number 33, O, carries 0.03; number 34, C, carries -0.60; number 35, N, carries 0.16; number 36, C, carries -0.01; number 37, H, carries 0.09; number 38, H, carries 0.10; number 39, H, carries 0.08; number 40, H, carries 0.08; number 41, H, carries 0.07; number 42, O, carries 0.01; number 43, C, carries -0.58; number 44, N, carries 0.16; number 45, C, carries 0.00; number 46, H, carries 0.08; number 47, H, carries 0.10; number 48, H, carries 0.08; number 49, H, carries 0.06; number 50, H, carries 0.06; number 51, O, carries 0.00; number 52, C, carries -0.56; number 53, N, carries 0.16; number 54, C, carries -0.01; number 55, H, carries 0.05; number 56, H, carries 0.09; number 57, H, carries 0.07; number 58, H, carries 0.08; number 59, H, carries 0.07; number 60, O, carries 0.14; number 61, C, carries -0.48; number 62, O, carries 0.01; number 63, C, carries -0.14; number 64, C, carries -0.15; number 65, C, carries -0.09; number 66, H, carries 0.12; number 67, H, carries 0.12; number 68, H, carries 0.10; number 69, H, carries 0.11; number 70, H, carries 0.08; number 71, H, carries 0.12; number 72, O, carries 0.16; number 73, C, carries -0.55; number 74, O, carries 0.05; number 75, C, carries -0.15; number 76, C, carries -0.15; number 77, C, carries -0.09; number 78, H, carries 0.10; number 79, H, carries 0.13; number 80, H, carries 0.12; number 81, H, carries 0.09; number 82, H, carries 0.12; number 83, H, carries 0.13


ΔE to the lowest compared entry with this formula, charge and spin, respectively: 0.9440 0.0000 eV.